ORCA calculation (the ωB97M-V functional and the def2-TZVPD basis) on a 7-piece molecular cluster, C38H70N4O10P overall in a non-equilibrium geometry.

Element x y z (Å)
C: 9.706 -1.826 0.717
C: 9.794 -0.348 0.963
O: 10.817 0.235 1.155
O: 8.618 0.383 0.881
C: 7.496 -0.090 1.605
C: 6.487 -0.773 0.680
N: 5.440 0.190 0.253
C: 4.412 -0.204 -0.519
N: 3.192 0.324 -0.257
C: 2.467 -0.101 0.976
C: 1.358 -1.109 0.718
C: -0.026 -0.445 0.786
O: -0.140 0.748 0.927
N: -1.067 -1.326 0.578
C: -2.376 -0.910 1.046
C: -2.749 -1.152 2.358
C: -3.993 -0.739 2.800
C: -4.852 -0.089 1.927
C: -4.480 0.140 0.611
C: -3.235 -0.275 0.168
N: 4.640 -1.034 -1.538
P: 3.542 -1.714 -2.692
O: 4.267 -2.117 -3.896
H: 9.967 -2.014 -0.325
H: 10.471 -2.313 1.324
H: 8.736 -2.267 0.934
H: 7.050 0.793 2.061
H: 7.807 -0.783 2.385
H: 7.049 -1.079 -0.203
H: 6.045 -1.668 1.120
H: 5.047 0.674 1.056
H: 2.592 0.375 -1.070
H: 3.198 -0.469 1.696
H: 2.022 0.794 1.407
H: 1.441 -1.609 -0.249
H: 1.401 -1.904 1.467
H: -0.840 -2.224 0.993
H: -2.063 -1.666 3.021
H: -4.284 -0.911 3.828
H: -5.819 0.238 2.285
H: -5.143 0.632 -0.085
H: -2.924 -0.109 -0.854
H: 5.597 -1.312 -1.727
H: 2.934 -2.749 -1.976
H: 2.598 -0.693 -2.845
C: 13.478 -4.583 0.368
C: 14.484 -3.672 1.071
C: 13.587 -2.915 2.041
O: 12.528 -3.815 2.391
C: 12.540 -4.943 1.514
H: 13.927 -5.459 -0.096
H: 12.940 -4.025 -0.403
H: 15.215 -4.272 1.617
H: 15.023 -3.010 0.396
H: 13.155 -2.025 1.570
H: 14.100 -2.608 2.951
H: 12.903 -5.817 2.065
H: 11.519 -5.145 1.183
C: 11.720 -2.396 -4.453
C: 12.723 -1.490 -3.740
C: 11.822 -0.726 -2.779
O: 10.754 -1.622 -2.440
C: 10.769 -2.753 -3.319
H: 12.171 -3.274 -4.912
H: 11.193 -1.838 -5.229
H: 13.446 -2.092 -3.186
H: 13.271 -0.831 -4.410
H: 11.397 0.164 -3.253
H: 12.328 -0.421 -1.863
H: 11.128 -3.628 -2.765
H: 9.752 -2.952 -3.659
C: -5.777 5.129 3.833
C: -4.851 4.763 2.673
C: -4.852 3.242 2.750
O: -6.132 2.863 3.257
C: -6.815 4.017 3.758
H: -6.221 6.120 3.746
H: -5.234 5.078 4.779
H: -5.287 5.094 1.727
H: -3.852 5.188 2.754
H: -4.079 2.881 3.439
H: -4.698 2.765 1.783
H: -7.621 4.280 3.064
H: -7.255 3.777 4.726
C: -8.218 -0.221 -3.258
C: -6.974 -0.511 -4.098
C: -5.985 0.509 -3.550
O: -6.329 0.699 -2.175
C: -7.606 0.105 -1.906
H: -8.924 -1.042 -3.207
H: -8.741 0.652 -3.656
H: -6.618 -1.525 -3.902
H: -7.134 -0.408 -5.170
H: -6.073 1.468 -4.072
H: -4.947 0.178 -3.612
H: -7.453 -0.802 -1.311
H: -8.204 0.804 -1.321
C: -11.416 -2.604 0.270
C: -12.641 -2.167 -0.531
C: -12.046 -1.103 -1.444
O: -10.691 -1.496 -1.687
C: -10.321 -2.544 -0.787
H: -11.513 -3.592 0.717
H: -11.213 -1.887 1.068
H: -13.023 -3.003 -1.121
H: -13.454 -1.785 0.083
H: -12.047 -0.120 -0.962
H: -12.564 -1.019 -2.400
H: -10.257 -3.484 -1.345
H: -9.337 -2.321 -0.371
C: -11.322 5.974 0.818
C: -10.046 5.743 0.008
C: -9.102 6.765 0.630
O: -9.493 6.890 1.998
C: -10.756 6.256 2.204
H: -12.007 5.128 0.809
H: -11.855 6.849 0.440
H: -9.673 4.730 0.175
H: -10.173 5.888 -1.063
H: -9.198 7.741 0.143
H: -8.055 6.460 0.588
H: -10.600 5.326 2.763
H: -11.388 6.915 2.800

Cartesian forces, eV/Å:
C 0.22 -0.16 0.29
C 0.36 0.08 0.07
O -0.28 -0.09 -0.24
O -0.07 0.17 0.15
C 0.16 -0.16 -0.35
C 0.44 0.24 -0.67
N -0.99 -1.19 1.07
C 0.52 0.40 0.01
N 0.00 -0.62 -0.42
C 0.13 0.67 0.21
C -0.04 -0.12 0.23
C 0.01 0.09 -0.47
O -0.03 -0.01 -0.05
N 0.05 0.01 1.16
C -0.05 0.11 -0.35
C 0.16 -0.08 -0.06
C 0.00 0.02 -0.01
C -0.23 -0.01 0.08
C 0.02 -0.02 0.04
C 0.12 -0.01 -0.04
N -0.19 0.01 -0.18
P 0.38 -0.19 -0.59
O -0.01 0.02 0.20
H -0.06 0.15 -0.16
H -0.06 -0.06 0.04
H -0.03 0.00 0.00
H -0.03 -0.05 0.19
H -0.07 0.04 0.10
H -0.01 -0.05 0.01
H -0.17 0.09 0.15
H 0.33 0.52 -0.14
H -0.15 0.06 0.09
H 0.07 -0.12 -0.14
H -0.08 -0.01 0.01
H 0.09 0.02 -0.03
H -0.01 -0.01 0.00
H 0.03 -0.21 -0.46
H 0.01 0.02 0.08
H -0.03 -0.02 0.00
H -0.01 0.08 -0.02
H -0.11 0.03 -0.03
H -0.01 0.02 -0.03
H 0.08 0.20 -0.06
H -0.21 0.10 0.13
H -0.17 -0.01 0.16
C -0.02 0.05 -0.01
C -0.01 -0.05 0.02
C -0.02 0.03 -0.05
O -0.11 0.06 -0.05
C 0.06 0.00 0.01
H 0.02 0.00 0.01
H -0.01 0.00 0.01
H 0.00 0.00 0.01
H -0.01 0.00 -0.02
H 0.02 0.01 0.00
H -0.02 -0.01 0.02
H 0.00 -0.02 -0.02
H -0.01 0.00 0.02
C -0.01 0.06 -0.01
C -0.01 -0.07 0.04
C 0.03 0.04 -0.02
O -0.10 -0.05 0.04
C 0.08 -0.02 0.01
H 0.02 -0.01 0.01
H -0.01 0.00 0.00
H 0.00 0.01 0.01
H -0.01 0.00 -0.02
H 0.01 0.00 -0.01
H -0.03 -0.01 0.03
H 0.00 -0.01 -0.02
H -0.01 0.02 0.01
C 0.05 -0.03 0.02
C -0.13 0.01 0.00
C 0.10 0.03 0.05
O 0.00 -0.02 -0.01
C -0.05 0.06 -0.08
H -0.02 0.00 -0.02
H 0.00 0.00 0.00
H 0.00 0.00 -0.01
H 0.01 0.00 0.02
H 0.03 0.00 -0.03
H -0.01 -0.01 -0.01
H -0.01 0.03 0.03
H 0.00 -0.04 0.00
C 0.10 0.06 -0.17
C 0.01 -0.02 0.08
C -0.06 0.03 -0.01
O 0.05 0.01 0.03
C 0.00 -0.06 0.02
H -0.02 -0.01 0.01
H -0.01 0.01 0.02
H 0.01 0.00 -0.01
H -0.01 0.02 0.00
H 0.00 -0.01 -0.02
H 0.01 0.01 0.02
H -0.02 0.00 0.00
H 0.02 0.02 0.01
C -0.01 0.06 0.01
C 0.03 -0.05 -0.03
C 0.00 0.02 0.04
O -0.03 -0.02 0.06
C -0.04 -0.03 -0.02
H -0.01 -0.01 -0.01
H 0.01 0.00 0.00
H 0.00 0.00 -0.01
H 0.01 0.01 0.02
H -0.02 0.00 0.01
H 0.02 0.00 -0.02
H 0.00 -0.01 0.02
H 0.01 0.02 -0.02
C 0.02 0.04 -0.03
C -0.01 -0.04 0.04
C -0.04 0.02 -0.01
O 0.05 -0.02 0.03
C 0.01 -0.05 -0.01
H 0.01 -0.02 0.00
H 0.00 0.01 0.01
H 0.01 0.00 0.00
H -0.02 0.01 0.00
H 0.01 -0.01 -0.03
H 0.01 0.01 0.02
H -0.03 -0.01 0.00
H 0.02 0.02 0.01

Properties
maximum force: 1.88 eV/Å
LUMO energy: -3.30 eV
total charge: +1
E_HOMO: -0.3857 Ha
frontier orbital gap: 7.19 eV